{
  "formula": "C5H13N2O",
  "method": "wB97M-V/def2-TZVPD",
  "e_tot_ha": -382.77425,
  "e_above_lowest_kcal_mol": 54.8,
  "smiles": "N/C(=C\\[NH3+])CCCO",
  "total_charge": 1,
  "e_homo_ha": -0.4809,
  "orbital_gap_ev": 9.38,
  "species": ["O", "N", "N", "C", "C", "C", "C", "C", "H", "H", "H", "H", "H", "H", "H", "H", "H", "H", "H", "H", "H"],
  "coordinates": [[3.24, -0.50, -0.48], [-0.98, 1.81, -0.39], [-3.23, 0.06, 0.40], [0.90, -0.69, -0.65], [0.59, 0.23, 0.63], [-0.79, 0.75, 0.47], [2.19, -1.46, -0.65], [-1.80, -0.02, 0.90], [2.21, -2.24, 0.11], [0.91, 0.13, -1.38], [-3.51, 0.99, 0.11], [0.76, -0.40, 1.49], [-3.33, -0.69, -0.29], [1.33, 1.02, 0.80], [-1.70, -0.96, 1.43], [-0.24, 2.48, -0.39], [0.04, -1.36, -0.70], [-1.89, 2.25, -0.38], [2.29, -1.97, -1.61], [3.99, -0.83, -0.98], [-3.78, -0.37, 1.14]],
  "nbo_charge": [-0.724, -0.779, -0.686, -0.384, -0.457, 0.254, -0.074, -0.232, 0.170, 0.218, 0.443, 0.238, 0.443, 0.246, 0.225, 0.412, 0.201, 0.370, 0.185, 0.483, 0.449]
}

{
  "formula": "C45H60Cl2N15O4",
  "method": "wB97M-V/def2-TZVPD",
  "e_tot_ha": -3792.96075,
  "e_above_lowest_kcal_mol": 0.0,
  "total_charge": 1,
  "e_homo_ha": -0.4408,
  "orbital_gap_ev": 9.44,
  "species": ["Cl", "Cl", "O", "O", "O", "O", "N", "N", "N", "N", "N", "N", "N", "N", "N", "N", "N", "N", "N", "N", "N", "C", "C", "C", "C", "C", "C", "C", "C", "C", "C", "C", "C", "C", "C", "C", "C", "C", "C", "C", "C", "C", "C", "C", "C", "C", "C", "C", "C", "C", "C", "C", "C", "C", "C", "C", "C", "C", "C", "C", "C", "C", "C", "C", "C", "C", "H", "H", "H", "H", "H", "H", "H", "H", "H", "H", "H", "H", "H", "H", "H", "H", "H", "H", "H", "H", "H", "H", "H", "H", "H", "H", "H", "H", "H", "H", "H", "H", "H", "H", "H", "H", "H", "H", "H", "H", "H", "H", "H", "H", "H", "H", "H", "H", "H", "H", "H", "H", "H", "H", "H", "H", "H", "H", "H", "H"],
  "coordinates": [[-5.86, 0.03, 1.52], [-1.17, -5.16, 1.87], [2.36, -3.98, 0.46], [-4.17, 1.80, 2.28], [-0.98, -0.64, -1.06], [-1.79, -0.24, 4.96], [-5.96, 4.86, -4.27], [-0.12, 1.78, -3.35], [-9.87, 7.58, -7.11], [-8.09, 0.05, -3.51], [5.52, -5.44, 2.63], [-1.30, -1.15, 0.15], [-1.33, -2.48, 1.88], [1.83, -2.93, -4.94], [-11.39, 2.50, -0.71], [3.85, 3.86, 0.74], [7.49, 1.10, 3.07], [4.92, 3.23, -2.67], [3.85, 6.57, -3.75], [-4.23, -4.21, 3.86], [10.06, -2.10, 2.00], [-3.15, 0.52, 0.59], [4.11, -1.09, 2.78], [2.07, -0.44, 0.97], [5.69, 2.67, -3.32], [9.05, -2.39, 2.47], [-8.43, 6.83, -5.05], [-0.10, -1.52, -3.87], [-11.85, 1.94, -1.60], [-4.30, 0.89, 1.53], [0.99, 1.91, -3.63], [3.62, 6.63, -2.63], [-0.76, -2.21, 0.70], [-2.32, -0.67, 0.99], [-4.63, -6.42, 2.53], [10.04, 1.22, 2.50], [4.93, 3.53, 0.95], [3.40, -2.06, 2.12], [-4.40, -5.18, 3.28], [0.33, -3.54, 3.49], [-12.44, 1.24, -2.75], [-8.23, 0.41, -2.43], [2.39, -1.78, 1.21], [-8.41, 0.86, -1.05], [-2.92, -0.18, 4.15], [-2.31, -1.49, 2.05], [-5.93, 3.78, -4.69], [-9.24, 7.25, -6.20], [2.40, 2.06, -4.00], [8.61, 1.15, 2.82], [-1.66, 0.63, 3.74], [6.30, 3.07, 1.22], [3.79, 0.25, 2.53], [6.22, -6.13, 2.04], [0.98, -2.31, -4.47], [0.72, -2.14, 4.01], [7.11, -7.02, 1.28], [-5.88, 2.42, -5.22], [6.66, 1.95, -4.15], [2.78, 0.53, 1.64], [-3.21, -1.48, 3.25], [7.76, -2.76, 3.07], [0.33, -2.91, -0.09], [3.31, 6.74, -1.20], [1.74, -2.95, 0.55], [-1.03, -3.59, 2.77], [0.71, -1.36, 3.23], [-2.56, 1.43, 0.41], [-7.82, 7.66, -4.71], [-1.79, -3.66, 3.55], [3.68, -3.11, 2.29], [-5.57, -6.87, 2.84], [4.02, 7.41, -0.72], [-1.04, -2.05, -3.96], [6.53, 3.21, 2.27], [-8.20, 1.93, -0.98], [2.57, 1.59, 1.45], [6.46, 0.89, -4.12], [0.45, -2.53, -1.11], [7.40, -3.70, 2.65], [-7.79, 6.01, -5.33], [-1.28, 0.28, -1.15], [2.54, 1.79, -5.05], [-6.25, 2.41, -6.25], [2.71, 3.09, -3.86], [1.15, -3.99, 2.91], [-7.73, 0.32, -0.39], [-3.79, 0.39, 4.49], [-3.81, -7.12, 2.73], [0.23, -4.18, 4.37], [2.31, 7.13, -1.07], [3.38, 5.75, -0.74], [7.11, -6.73, 0.23], [8.13, -6.94, 1.67], [0.02, -3.96, -0.19], [7.01, 3.64, 0.62], [10.20, 0.89, 1.48], [0.14, -1.88, 4.90], [3.02, 1.42, -3.38], [-13.50, 1.06, -2.56], [-9.08, 6.51, -4.24], [0.11, -1.34, -2.82], [4.92, -1.37, 3.45], [4.38, 1.01, 3.04], [-0.78, 0.10, 3.38], [-4.28, -1.46, 3.02], [10.59, 0.57, 3.18], [-12.34, 1.85, -3.65], [-3.02, -2.29, 3.95], [-9.44, 0.68, -0.73], [-4.66, -6.21, 1.47], [6.60, 2.31, -5.18], [-1.67, 1.67, 4.05], [10.40, 2.24, 2.61], [7.67, 2.13, -3.77], [1.76, -2.21, 4.34], [6.77, -8.05, 1.37], [-6.51, 1.77, -4.61], [1.29, -0.18, 0.25], [-4.86, 2.05, -5.20], [6.38, 2.02, 0.97], [-3.62, 0.28, -0.39], [-11.93, 0.29, -2.90], [-0.19, -0.56, -4.38], [7.03, -1.98, 2.87], [7.87, -2.88, 4.15]],
  "mulliken_charge": [-0.216, -0.142, -0.588, -0.398, -0.271, -0.488, -0.449, -0.470, -0.363, -0.483, -0.452, 0.209, 0.684, -0.403, -0.423, -0.594, -0.503, -0.312, -0.415, -0.415, -0.438, -0.866, -0.587, 0.077, 0.388, 0.273, -0.499, -0.001, 0.386, 0.078, 0.362, 0.321, 0.201, 0.632, -0.953, -1.053, 0.345, -1.006, 0.465, -0.877, -0.763, 0.371, 1.259, -0.223, 0.002, 0.324, 0.397, 0.274, -0.729, 0.588, -0.650, -0.836, -0.782, 0.475, 0.193, -0.536, -0.893, -0.454, -0.937, -1.095, -1.404, 0.224, -0.391, -0.379, -0.399, -0.111, -0.494, 0.498, 0.267, 0.300, 0.611, 0.358, 0.264, 0.356, 0.388, 0.304, 0.543, 0.299, -0.338, -0.166, 0.044, 0.372, 0.331, 0.275, 0.273, 0.321, -0.170, 0.612, 0.266, 0.557, 0.267, -0.037, 0.274, 0.293, 0.511, 0.419, 0.310, 0.395, 0.201, 0.301, 0.258, -0.436, 0.650, 0.551, -0.026, 0.477, 0.341, 0.264, 0.268, 0.199, 0.274, 0.292, 0.465, 0.357, 0.326, 0.518, 0.328, 0.011, 0.774, 0.241, 0.268, 0.614, 0.276, 0.311, -0.215, 0.327]
}

{
  "formula": "C3H13N4O",
  "method": "wB97M-V/def2-TZVPD",
  "e_tot_ha": -416.17043,
  "e_above_lowest_kcal_mol": 3.0,
  "total_charge": 1,
  "e_homo_ha": -0.5132,
  "orbital_gap_ev": 11.56,
  "species": ["O", "N", "N", "N", "N", "C", "C", "C", "H", "H", "H", "H", "H", "H", "H", "H", "H", "H", "H", "H", "H"],
  "coordinates": [[-1.58, -0.68, -0.55], [-3.65, 0.22, -0.58], [3.12, 1.28, -0.39], [1.11, -0.71, -0.47], [0.05, -2.61, 0.36], [-1.84, 1.28, 0.63], [1.14, -1.83, 0.16], [-2.38, 0.19, -0.26], [1.73, 0.08, -0.25], [0.08, -3.43, 0.83], [-2.68, 1.92, 0.85], [-0.85, 1.55, 0.29], [3.95, 0.81, -0.64], [2.85, 1.98, -1.10], [3.35, 1.80, 0.44], [-0.80, -2.29, -0.26], [2.04, -2.09, 0.66], [0.16, -0.58, -0.78], [-4.21, 0.98, -0.26], [-1.48, 0.64, 1.44], [-4.16, -0.38, -1.22]],
  "nbo_charge": [-0.742, -0.767, -1.085, -0.737, -0.745, -0.710, 0.398, 0.716, 0.457, 0.414, 0.230, 0.251, 0.381, 0.387, 0.380, 0.459, 0.203, 0.429, 0.404, 0.251, 0.427]
}

{
  "formula": "C7H8N2O3",
  "method": "wB97M-V/def2-TZVPD",
  "e_tot_ha": -606.63122,
  "e_above_lowest_kcal_mol": 100.5,
  "smiles": "N[C@](O)(c1ccccc1)[N+](=O)[O-]",
  "total_charge": 0,
  "e_homo_ha": -0.3509,
  "orbital_gap_ev": 9.75,
  "species": ["O", "O", "O", "N", "N", "C", "C", "C", "C", "C", "C", "C", "H", "H", "H", "H", "H", "H", "H", "H"],
  "coordinates": [[-2.16, 1.53, 0.02], [1.19, 2.11, 0.05], [-0.86, 2.44, 1.46], [-1.10, 1.92, 0.40], [-0.04, 1.74, -1.91], [0.42, -1.73, 1.62], [0.15, -0.02, -0.05], [0.32, -0.36, 1.29], [0.12, -0.99, -1.08], [0.04, 1.45, -0.46], [0.28, -2.72, 0.71], [0.13, -2.33, -0.71], [0.22, 0.36, 2.07], [0.61, -2.22, 2.52], [1.24, 1.99, 1.08], [-0.92, 1.29, -2.44], [0.06, -2.97, -1.52], [0.03, 2.72, -1.93], [-0.05, -0.45, -2.06], [0.31, -3.78, 0.94]],
  "nbo_charge": [-0.368, -0.706, -0.383, 0.509, -0.830, -0.210, -0.043, -0.222, -0.216, 0.445, -0.197, -0.182, 0.221, 0.221, 0.503, 0.409, 0.209, 0.390, 0.231, 0.220]
}